Entry 1:
DFT (ωB97M-V/def2-TZVPD) results for a 2-piece molecular cluster, C9H11O3 overall at a distorted geometry.

Geometry (Å):
C 1.503 -3.111 -0.402
C 0.159 0.188 2.057
C 0.875 -0.888 2.658
C -0.188 0.057 0.647
C 1.404 -1.877 1.917
C 0.188 -1.069 -0.008
C 1.069 -1.990 0.535
O -0.332 1.271 2.704
H 0.453 1.594 3.160
H 0.831 -0.812 3.702
H -0.894 0.744 0.087
H 2.184 -2.468 2.294
H -0.181 -1.291 -1.010
H 2.164 -3.738 0.127
H 2.236 -2.912 -1.376
H 0.712 -3.799 -0.620
C -2.367 2.752 -2.634
C -0.972 3.029 -1.930
O 0.054 2.660 -2.522
O -0.970 3.485 -0.767
H -2.979 3.629 -2.493
H -2.767 1.782 -2.324
H -2.183 2.764 -3.805

Output
spin multiplicity: 1
gap between HOMO and LUMO: 6.6869 eV
energy above the lowest of the compared OMol25 structures with the same formula, charge and spin: 59.7 kcal per mole
charge: -1
HOMO energy: -3.635 eV

Entry 2:
DFT (ωB97M-V/def2-TZVPD) results for a single C9H11PS molecule at a distorted geometry.

Geometry (Å):
C 3.658 0.342 0.342
C 2.895 -0.220 1.351
C 3.018 1.053 -0.657
C 1.571 -0.091 1.353
C 1.653 1.239 -0.629
C 0.952 0.669 0.368
C -2.840 -0.472 -1.005
C -3.653 -0.771 0.181
C -1.297 -0.361 -0.685
P -3.774 0.601 1.433
S -0.871 0.879 0.583
H 4.702 0.230 0.419
H 3.425 -0.919 2.028
H 3.623 1.463 -1.555
H 0.949 -0.441 2.108
H 1.097 1.645 -1.405
H -2.747 -1.299 -1.667
H -2.983 0.512 -1.446
H -4.624 -0.865 -0.085
H -3.025 -1.643 0.679
H -1.101 -1.307 -0.110
H -0.627 -0.245 -1.601

Output
spin multiplicity: 1
gap between HOMO and LUMO (alpha / beta): 6.9006 / 6.9133 eV
energy above the lowest of the compared OMol25 structures with the same formula, charge and spin: 89.0 kcal per mole
HOMO energy (alpha / beta): -7.696 / -7.774 eV

Entry 3:
DFT (ωB97M-V/def2-TZVPD) results for C9H12 as an isolated structure at a distorted geometry.

Geometry (Å):
C -3.031 0.814 -0.200
C -2.419 -0.388 -0.245
C -1.149 -0.760 0.531
C 0.027 -1.040 -0.312
C 1.474 -1.376 -0.497
C 1.996 0.007 -0.079
C 1.572 1.367 -0.595
C 1.003 0.861 0.824
C -0.028 -0.147 0.886
H -2.764 2.039 0.282
H -3.863 1.136 -0.901
H -2.831 -1.225 -0.863
H -1.407 -1.408 1.390
H -0.111 -0.314 -1.006
H 1.695 -2.065 0.345
H 1.679 -1.973 -1.292
H 2.921 0.228 0.413
H 1.294 1.602 -1.805
H 2.288 2.133 -0.286
H 1.625 1.211 1.621
H 0.026 -0.703 1.790

Output
spin multiplicity: 1
gap between HOMO and LUMO: 9.2539 eV
energy above the lowest of the compared OMol25 structures with the same formula, charge and spin: 201.0 kcal per mole
HOMO energy: -8.181 eV

Entry 4:
DFT (ωB97M-V/def2-TZVPD) results for C9H12CaN3O3P as an isolated structure at a distorted geometry.

Geometry (Å):
O -0.128 -5.051 1.023
C -0.441 -4.222 0.297
Ca -0.938 -2.900 -0.861
C -2.759 -2.852 -0.986
C -0.224 -3.234 -2.509
O -3.902 -2.822 -1.064
O 0.224 -3.444 -3.543
C -0.355 2.371 1.233
N -0.177 0.999 1.736
C 1.257 0.615 1.677
N 1.831 0.780 0.316
C 1.616 2.157 -0.160
N 0.186 2.512 -0.130
C -0.583 1.718 -1.097
P -0.527 -0.119 -0.733
C -1.052 0.036 1.038
C 1.321 -0.224 -0.640
H 0.167 3.082 1.911
H -1.430 2.661 1.258
H 1.398 -0.428 2.038
H 1.827 1.256 2.387
H 2.029 2.284 -1.186
H 2.183 2.863 0.487
H -1.644 2.049 -1.092
H -0.190 1.892 -2.122
H -0.932 -0.959 1.519
H -2.123 0.320 1.112
H 1.777 -0.104 -1.646
H 1.590 -1.234 -0.264

Output
spin multiplicity: 1
gap between HOMO and LUMO: 3.9576 eV
charge: +2
HOMO energy: -14.472 eV

Entry 5:
DFT (ωB97M-V/def2-TZVPD) results for C9H12CdF2N2O4 as an isolated structure at a distorted geometry.

Geometry (Å):
O 2.372 -2.335 -1.055
C 1.456 -1.611 -1.028
N 0.039 -1.992 -1.411
C -0.738 -1.548 -0.381
C 0.075 -0.650 0.606
C -0.788 0.377 1.310
C -1.487 1.439 0.452
C -2.883 1.000 -0.043
O -3.151 1.224 -1.400
C 1.231 -0.226 -0.394
N 2.294 0.448 0.283
C 3.624 -0.177 0.289
O 4.324 -0.277 -0.634
F 3.882 -0.583 1.501
C 2.361 1.858 -0.086
O 2.573 2.280 -1.154
F 2.085 2.578 0.979
H -0.221 -1.593 -2.316
H -0.945 -2.530 0.440
H -1.712 -1.174 -0.699
H 0.609 -1.258 1.347
H -0.198 0.805 2.128
H -1.590 -0.191 1.834
H -0.865 1.732 -0.405
H -1.601 2.333 1.071
H -3.668 1.525 0.510
H -3.036 -0.084 0.198
H -2.346 1.267 -1.929
H 0.827 0.419 -1.189
Cd -2.523 -3.057 1.178

Output
spin multiplicity: 1
gap between HOMO and LUMO: 4.4242 eV
energy above the lowest of the compared OMol25 structures with the same formula, charge and spin: 0.0 kcal per mole
charge: +2
HOMO energy: -16.857 eV

Entry 6:
DFT (ωB97M-V/def2-TZVPD) results for a single C9H12Cl2Si molecule at a distorted geometry.

Geometry (Å):
Cl 0.258 3.850 2.082
Cl -2.509 2.221 1.449
C -0.486 -3.057 -0.375
C 0.873 -2.671 -0.164
C -1.379 -2.113 -0.843
C 1.252 -1.401 -0.522
C -0.988 -0.799 -1.189
C 0.334 -0.400 -0.958
C 0.754 1.029 -1.154
C 0.306 0.694 2.132
C -0.144 2.215 -0.653
Si -0.554 2.132 1.182
H -0.937 -4.052 -0.165
H 1.711 -3.251 0.157
H -2.423 -2.252 -1.070
H 2.281 -1.168 -0.372
H -1.722 -0.163 -1.613
H 1.723 1.118 -0.697
H 0.950 1.254 -2.264
H 1.052 0.154 1.535
H 0.750 1.071 3.035
H -0.481 -0.037 2.273
H -1.033 2.416 -1.216
H 0.410 3.208 -0.587

Output
spin multiplicity: 1
gap between HOMO and LUMO: 9.9218 eV
SMILES string: C[Si](Cl)(Cl)CCc1ccccc1
energy above the lowest of the compared OMol25 structures with the same formula, charge and spin: 14.8 kcal per mole
HOMO energy: -9.199 eV

Which value of spin multiplicity does entry 6 give? 1

What is the formula in the fifth record? C9H12CdF2N2O4

What is the spin multiplicity in the fifth record? 1